Formula: C22H15IrN6O2S3
Source: the Open Molecules 2025 dataset
Level of theory: ωB97M-V with the def2-TZVPD basis set

The geometry in ORCA input format:
```
! wB97M-V def2-TZVPD RIJCOSX def2/J DEFGRID3
* xyz 2 5
Ir 0.05841 1.26546 2.16840
S 1.00318 -1.15241 -4.57541
N 0.16734 0.07793 -3.98021
C 0.49131 0.21725 -2.70309
C -0.14689 1.25967 -1.92190
C -1.10628 2.06349 -2.50970
C -1.76285 3.03838 -1.78436
C -1.47932 3.16433 -0.39630
N -0.58343 2.45709 0.20840
C 0.20502 1.49508 -0.49534
C 1.72782 -0.00563 0.18055
N 2.29327 -0.34760 1.44786
C 3.24115 -1.21535 1.52756
C 3.74218 -1.95044 0.41230
C 3.11967 -1.79377 -0.80898
C 2.08796 -0.89085 -0.97081
C 1.46706 -0.74573 -2.27744
N 1.82157 -1.56202 -3.25757
H -1.34006 1.89912 -3.55317
H -2.51508 3.66502 -2.24109
H -2.03218 3.86875 0.21670
H 3.63793 -1.39904 2.52154
H 4.56291 -2.64180 0.53974
H 3.42619 -2.37692 -1.66703
O -3.17908 -1.61116 3.52908
C -3.26844 -2.33882 2.46229
C -4.19577 -3.42933 2.40701
C -4.28842 -4.18057 1.28487
C -3.45755 -3.87924 0.17496
C -2.54026 -2.81515 0.21829
C -2.41482 -2.02852 1.33135
C -1.42056 -0.91122 1.34619
O -1.35216 -0.17521 2.40151
N -0.70198 -0.79057 0.26391
N 0.22810 0.25611 0.40995
C 1.78165 1.55323 -0.15271
S 2.87656 2.25598 -1.37455
C 3.28161 3.76086 -0.40026
C 2.19394 3.99406 0.63756
S 2.06633 2.37189 1.44009
H -3.78721 -1.90588 4.22877
H -4.81790 -3.63890 3.27022
H -4.99021 -5.00213 1.23798
H -3.52911 -4.48389 -0.72000
H -1.90749 -2.59559 -0.63008
H 3.35406 4.59265 -1.09809
H 4.24804 3.60732 0.07391
H 1.24047 4.27323 0.19545
H 2.49331 4.73083 1.38166
*
```

Computed properties:
**⟨S²⟩**: 6.09
**E**: -71416.8425 eV
**HOMO (alpha / beta)**: -13.09 / -14.23 eV
**F_max**: 0.0168 hartree/bohr
**Gap between HOMO and LUMO (alpha / beta)**: 6.849 / 4.740 eV

Löwdin atomic charge list, values in e, 8 entries: atom 1 (Ir): 1.09, atom 2 (S): 1.10, atom 3 (N): -0.21, atom 4 (C): -0.30, atom 5 (C): -0.07, atom 6 (C): 0.01, atom 7 (C): 0.02, atom 8 (C): -0.08

Formula: C22H15N5O6V
Source: the Open Molecules 2025 dataset
Level of theory: ωB97M-V with the def2-TZVPD basis set

The geometry in ORCA input format:
```
! wB97M-V def2-TZVPD RIJCOSX def2/J DEFGRID3
* xyz 3 1
V -0.11485 0.10905 0.05257
O 7.06397 -0.11520 -0.12177
C 6.92823 0.21730 -1.22727
O 6.67508 0.54232 -2.31301
C 4.23589 0.11960 -0.73788
C 3.61875 0.43559 -1.86572
C 2.23605 0.28717 -1.58498
N 1.83524 -0.10022 -0.36670
C 2.64498 -0.38943 0.66084
C 4.05141 -0.27945 0.51109
C 1.94863 -0.83999 1.88984
C 2.58146 -1.18173 3.05614
C 1.80494 -1.61854 4.13416
C 0.43699 -1.68462 3.98704
C -0.13298 -1.30484 2.77368
N 0.59210 -0.88979 1.73726
C 1.13824 0.50049 -2.55849
C 1.32136 0.90167 -3.85580
C 0.19807 1.03634 -4.67801
C -1.04730 0.76647 -4.15515
C -1.15232 0.37860 -2.82099
N -0.09311 0.24339 -2.02611
H 4.04885 0.74300 -2.81420
H 4.79329 -0.48668 1.27623
H 3.65665 -1.11433 3.15853
H 2.27701 -1.89819 5.06696
H -0.19681 -2.02093 4.79645
H -1.20477 -1.33054 2.63486
H 2.30589 1.11946 -4.24868
H 0.31170 1.34856 -5.70803
H -1.93918 0.85488 -4.76085
H -2.11790 0.17644 -2.37873
C -3.19062 -2.42831 -0.14605
C -3.21699 -1.00542 0.28864
N -2.18299 -0.17847 0.34670
C -2.68879 1.04266 0.81031
C -4.02534 0.93290 1.02539
N -4.32782 -0.35045 0.69330
C -5.13844 1.82613 1.50194
O -4.84060 3.06975 1.82308
O -6.22992 1.34645 1.55901
C -1.72946 2.13665 0.96394
O -1.91248 3.24004 1.33297
O -0.47366 1.63068 0.57736
H -2.17953 -2.71860 -0.42042
H -3.84634 -2.58894 -1.00287
H -3.54136 -3.08778 0.64894
H -5.27723 -0.70819 0.76062
H -3.90395 3.31505 1.72387
*
```

Computed properties:
**E**: -68453.3548 eV
**HOMO**: -17.74 eV
**F_max**: 0.0567 hartree/bohr
**Gap between HOMO and LUMO**: 4.447 eV

Löwdin atomic charge list, values in e, 8 entries: atom 1 (V): 0.99, atom 2 (O): 0.24, atom 3 (C): -0.39, atom 4 (O): 0.24, atom 5 (C): 0.26, atom 6 (C): 0.14, atom 7 (C): -0.09, atom 8 (N): 0.05